13
Properties=species:S:1:pos:R:3 method="wB97M-V/def2-TZVPD" e_above_lowest_ev=1.440 lumo_ev=0.8995 homo_lumo_gap_ev=9.44
C 0.61884 -1.24368 -1.83961
C 0.23360 -0.66006 -0.55188
N 0.38795 -1.22102 0.63721
C -0.02896 -0.35796 1.59255
C -0.34628 0.78866 0.98988
N -0.69754 2.00001 1.32800
O -0.24755 0.57966 -0.42982
H 0.68420 -2.28047 -1.75175
H 1.52857 -0.92839 -2.26501
H -0.08802 -1.05729 -2.65383
H -0.27022 -0.66915 2.64780
H -1.62184 2.26840 1.39690
H -0.15276 2.78130 0.89956

16
Properties=species:S:1:pos:R:3 method="wB97M-V/def2-TZVPD" e_above_lowest_ev=0.402 lumo_ev="-2.2468 / -2.2497" homo_lumo_gap_ev="8.48 / 8.48"
C -0.77870 -0.60299 0.42314
C -1.34675 -0.10932 1.75638
C 0.20063 0.21143 -0.40897
N 0.63504 1.49434 0.15740
N -0.18772 0.31429 -1.87764
N 1.82621 -1.09386 -0.78917
O 1.43668 1.36714 1.04930
O -1.13821 -0.33017 -2.16351
O 1.55690 -2.19953 -0.69428
O -1.11699 -1.69278 -0.02271
O 0.18257 2.50874 -0.28549
O 0.61921 0.88654 -2.56192
O 2.70719 -0.37758 -0.89986
H -2.24763 -0.84200 2.05131
H -0.65259 -0.35542 2.45188
H -1.69585 0.82116 1.81414

69
Properties=species:S:1:pos:R:3 method="wB97M-V/def2-TZVPD" s2=2.01 lumo_ev="-3.3172 / -2.8750" multiplicity=3 charge=+1 homo_lumo_gap_ev="8.44 / 8.83"
O -1.15495 -1.36843 -0.64545
O 1.03279 0.82054 -2.54666
C -0.30161 -2.43129 -1.16814
C -0.69570 -3.76546 -0.58323
H 0.73009 -2.17604 -0.92033
H -0.33183 -2.43317 -2.26246
H -0.67649 -3.78444 0.51383
H 0.00063 -4.52716 -0.95848
H -1.71192 -4.04384 -0.87517
C -2.14629 -0.73580 -1.48208
C -2.00582 -1.00194 -2.97082
H -2.05221 0.34759 -1.31082
H -3.13246 -1.06235 -1.12307
H -1.03716 -0.65842 -3.33796
H -2.78020 -0.46116 -3.52086
H -2.16050 -2.05417 -3.18270
C 0.55632 2.16760 -2.40235
C 2.24589 0.75412 -3.30647
C -0.59593 2.37434 -3.36001
H 1.35912 2.91425 -2.59376
H 0.20766 2.23954 -1.35607
H -0.25665 2.37116 -4.41012
H -1.04793 3.35649 -3.19688
H -1.38878 1.61439 -3.22591
C 2.04932 1.04263 -4.79524
H 2.61052 -0.26724 -3.16892
H 2.98493 1.46902 -2.88005
H 1.19965 0.49722 -5.23896
H 2.95824 0.72352 -5.31946
H 1.94396 2.11612 -4.99628
H 2.69794 0.75047 -0.39061
Pr -0.84821 -0.25226 1.35928
C 2.86775 -0.28012 -0.00219
Si 3.96848 0.54737 1.25101
H 1.94079 -0.82429 0.34043
H 3.29567 -0.85969 -0.83442
C 5.60197 -0.19787 0.76073
C 3.40067 0.17551 2.96976
C 3.73079 2.40537 0.93048
C -2.52383 -1.68772 2.04494
Si -3.71863 -0.25985 2.13879
H -2.30178 -2.12433 3.04654
H -2.83623 -2.49890 1.34500
C -5.19457 -0.61024 1.05096
C -2.95699 1.38509 1.53485
C -4.22555 0.01472 3.89812
H 3.01670 2.64255 0.12655
H 4.68136 2.88752 0.65670
H 3.32851 2.88093 1.83715
H 5.56811 -1.26850 1.00097
H 6.42827 0.27317 1.30439
H 5.79401 -0.11732 -0.31921
H 2.74071 -0.70659 3.00021
H 2.86021 1.03418 3.39387
H 4.31395 -0.00604 3.55689
H -2.96651 1.51758 0.43377
H -1.98947 1.75048 1.97073
H -3.69725 2.08603 1.95601
H -4.78181 0.95895 3.97465
H -3.34691 0.04722 4.56165
H -4.88127 -0.81129 4.20832
H -5.99799 0.09340 1.32516
H -5.53737 -1.64244 1.22490
H -4.94811 -0.48546 -0.01614
O -1.16246 -0.57061 4.94437
Cl 0.02028 -0.17168 4.25723
O 1.12354 0.05977 5.13296
O 0.37994 -1.22963 3.22823
O -0.24737 1.05686 3.42186

7
Properties=species:S:1:pos:R:3 method="wB97M-V/def2-TZVPD" e_above_lowest_ev=1.120 lumo_ev="-1.3261 / -1.3260" homo_lumo_gap_ev="10.01 / 10.01"
C -0.99080 0.16728 -0.27794
N 0.55033 -0.78002 -0.01213
O 2.86417 -0.75627 0.72031
F -0.87452 0.98700 -1.28295
F -2.07168 -0.54167 -0.51988
F -1.22076 0.79245 0.85119
S 1.74326 0.13122 0.52140

17
Properties=species:S:1:pos:R:3 method="wB97M-V/def2-TZVPD" e_above_lowest_ev=3.727 lumo_ev=0.2856 homo_lumo_gap_ev=9.70
N -1.88749 0.85335 -1.99644
C -1.13271 1.02813 -1.14660
C -0.19058 1.17026 -0.06037
O -0.65066 1.00097 1.17310
C 1.07671 1.92100 -0.33716
C 1.31384 0.45267 -0.44767
H -0.77884 -0.15068 1.34182
H 1.47797 2.42855 0.52995
H 1.10155 2.50116 -1.24939
H 1.46103 0.02948 -1.43004
H 1.85657 -0.00831 0.36315
C -0.19042 -1.87442 0.00768
C -0.97451 -1.67279 1.10942
H -0.59142 -1.74770 -0.98755
H 0.82619 -2.22471 0.09289
H -0.66439 -2.08307 2.06439
H -2.05283 -1.62389 0.97280

11
Properties=species:S:1:pos:R:3 method="wB97M-V/def2-TZVPD" e_above_lowest_ev=6.273 lumo_ev="-7.1098 / -7.1097" charge=+1 homo_lumo_gap_ev="6.87 / 6.87"
C -0.73422 0.06572 -0.65155
O 0.93102 0.97193 0.90589
C 0.90029 -0.25508 1.66466
C -0.10927 1.12207 0.04181
O 0.14720 -1.09673 1.09044
O 1.29246 -0.17103 2.80919
H -1.71680 -0.35581 -0.41985
H -0.59006 1.27391 -1.34818
H -0.87359 1.70422 0.57566
H 0.52890 -2.17141 -2.85381
Al 0.22408 -1.08779 -1.81425

The calculation returns the following calculated total energy values, one per record and in order: -9272.0614, -21950.1703, -71908.0878, -23559.9224, -9901.8776, -15901.1789 eV.